Computed, not measured: a molecular structure, C17H11BrLuN4OS3, with ωB97M-V with the def2-TZVPD basis set.

Structure (XYZ):
```
38
Properties=species:S:1:pos:R:3:forces:R:3
Lu -0.250 0.515 -0.475 0.7 -0.1 0.7
S -0.150 2.222 1.477 -0.1 0.2 0.0
C 1.509 1.753 1.688 0.2 -0.1 0.0
S 2.145 0.400 0.811 0.1 0.0 0.0
C 2.320 2.454 2.574 -0.2 -0.2 -0.2
C 1.828 3.544 3.338 -0.1 0.2 0.2
N 1.460 4.429 3.980 0.0 0.0 0.0
C 3.685 2.115 2.759 0.3 -0.1 0.0
N 4.802 1.871 2.916 -0.1 0.0 0.0
O -0.190 3.919 -5.256 -0.1 -0.1 0.0
C 0.226 3.225 -4.160 0.1 -0.1 0.1
C 1.342 3.622 -3.424 0.0 0.0 0.0
C 1.665 2.888 -2.306 0.3 0.1 0.2
N 0.958 1.831 -1.918 -0.6 -0.2 -0.2
C -0.122 1.380 -2.628 0.3 0.6 -0.1
Br -2.898 0.236 -0.554 -0.4 -0.1 0.0
C -0.482 2.104 -3.769 -0.2 -0.3 -0.2
H 0.350 4.709 -5.348 0.1 0.1 0.0
H 1.929 4.487 -3.711 0.0 0.0 0.0
H 2.517 3.154 -1.687 0.0 0.0 0.0
H -1.341 1.800 -4.358 0.0 0.0 0.0
S -3.446 -3.866 0.104 0.1 0.1 0.0
C -2.674 -2.599 0.973 0.1 -0.1 -0.2
N -1.370 -2.527 0.818 -0.6 -0.2 0.3
C -0.892 -3.543 -0.021 0.0 -0.2 -0.3
C 0.429 -3.728 -0.412 0.2 0.1 0.0
C 0.716 -4.770 -1.271 0.0 0.0 0.0
C -0.294 -5.615 -1.739 -0.1 0.0 0.0
C -1.609 -5.425 -1.364 0.0 0.0 0.0
C -1.902 -4.374 -0.503 0.0 0.1 0.2
H -3.234 -1.863 1.524 0.1 0.0 0.1
H 1.208 -3.066 -0.057 0.0 0.0 0.0
H 1.737 -4.930 -1.590 0.0 0.0 0.0
H -0.044 -6.425 -2.412 0.0 0.0 0.0
H -2.398 -6.069 -1.730 0.0 0.0 0.0
C -0.539 -1.491 1.284 0.2 0.4 -0.4
H -1.023 -0.927 2.076 -0.1 0.0 0.0
H 0.428 -1.866 1.598 0.0 0.0 -0.1
```
Positions in Å, forces in eV/Å.

Computed properties:
**E_tot**: -161987.985 eV
**Energy relative to the best compared isomer or geometry (same formula, charge and spin)**: 96.7 kJ/mol
**Total charge**: -1
**HOMO-LUMO gap**: 6.456 eV